# 1
Entry from the Open Molecules 2025 dataset: 2 unconnected molecules or ions with the total composition C6H15N2O in a non-equilibrium geometry (wB97M-V/def2-TZVPD).

```
! RIJCOSX wB97M-V def2-TZVPD def2/J DEFGRID3
* xyz 1 1
C -0.963 1.807 -1.384
C -1.819 -0.677 1.442
C 2.096 -1.306 -0.745
C -0.366 0.397 -1.283
C -0.675 0.247 1.167
C 0.786 -1.362 -0.047
N 2.018 1.580 0.172
N 0.111 -0.056 -0.049
O 2.114 2.073 1.161
H -1.897 1.877 -0.992
H -0.408 2.485 -0.782
H -1.052 2.036 -2.430
H -2.604 -0.320 2.253
H -2.441 -0.689 0.522
H -1.443 -1.534 1.839
H 2.572 -0.258 -0.552
H 2.839 -2.185 -0.582
H 1.886 -1.425 -1.863
H 0.479 0.377 -1.941
H -1.063 -0.378 -1.602
H 0.171 0.140 1.959
H -1.129 1.362 1.043
H 0.845 -1.607 0.978
H 0.087 -2.103 -0.420
*
```

Calculated values
ΔE to the lowest compared entry with this formula, charge and spin, kJ/mol: 467.3
E, Eh: -421.9416
Frontier orbital gap (spin up / spin down), eV: 9.598 / 6.765
Molecular weight, g/mol: 131.20

Mulliken population analysis, charges in e, atoms 1 to 8: -1.562 -1.239 -1.009 -0.413 -0.438 -0.722 0.305 0.463

=====

# 2
Entry from the Open Molecules 2025 dataset: 11 unconnected molecules or ions with the total composition C28H58Cl2N2O28 in a non-equilibrium geometry (wB97M-V/def2-TZVPD).

```
! RIJCOSX wB97M-V def2-TZVPD def2/J DEFGRID3
* xyz 0 1
C 0.846 4.943 -2.075
N 0.021 3.759 -2.501
O -0.623 3.174 -1.694
O 0.051 3.479 -3.725
H 1.744 4.605 -1.558
H 0.209 5.462 -1.359
H 0.996 5.611 -2.924
C -2.574 3.908 0.738
N -3.760 4.171 1.646
O -4.858 4.494 1.146
O -3.606 4.080 2.868
H -2.736 3.002 0.155
H -1.855 3.670 1.523
H -2.400 4.807 0.146
C -1.228 -3.960 -4.606
O -2.177 -2.906 -4.309
C -1.901 -2.055 -3.242
O -0.927 -2.155 -2.478
O -2.760 -1.057 -3.239
C -2.738 -0.109 -2.248
H -1.223 -4.307 -5.639
H -1.492 -4.750 -3.902
H -0.231 -3.567 -4.404
H -1.791 0.430 -2.276
H -2.913 -0.457 -1.230
H -3.547 0.562 -2.539
C -6.631 -0.144 -0.393
O -6.238 0.008 0.931
C -5.063 0.523 1.257
O -4.192 0.943 0.453
O -5.070 0.669 2.543
C -3.787 0.823 3.204
H -7.207 0.720 -0.727
H -7.291 -1.011 -0.420
H -5.887 -0.401 -1.146
H -3.748 1.723 3.819
H -2.895 0.776 2.580
H -3.620 0.022 3.924
C 1.309 -4.363 -1.287
O 1.094 -3.390 -0.178
C 0.415 -3.731 0.887
O -0.374 -4.681 1.032
O 0.813 -2.949 1.845
C 0.390 -3.251 3.182
H 2.222 -4.148 -1.841
H 0.678 -4.232 -2.165
H 1.331 -5.407 -0.973
H 0.915 -4.016 3.753
H -0.652 -3.565 3.126
H 0.443 -2.289 3.693
C -0.883 7.999 0.790
O 0.044 7.653 1.769
C 0.565 6.382 1.787
O 0.155 5.407 1.184
O 1.597 6.347 2.684
C 2.365 5.204 2.848
H -0.490 8.097 -0.222
H -1.206 9.020 0.991
H -1.705 7.292 0.670
H 1.817 4.319 3.172
H 3.019 5.415 3.694
H 3.048 4.989 2.025
C 5.672 -1.200 -6.223
O 4.864 -1.480 -5.114
C 3.820 -0.671 -4.752
O 3.709 0.531 -5.048
O 3.129 -1.326 -3.842
C 2.035 -0.733 -3.259
H 6.364 -2.013 -6.442
H 6.290 -0.325 -6.021
H 5.100 -1.067 -7.141
H 1.206 -0.604 -3.955
H 2.256 0.262 -2.873
H 1.620 -1.406 -2.507
C -3.182 -2.911 0.606
O -4.508 -3.020 0.218
C -5.124 -4.186 0.225
O -4.738 -5.313 0.585
O -6.282 -3.946 -0.310
C -7.289 -4.933 -0.363
H -2.702 -3.832 0.937
H -3.071 -2.347 1.533
H -2.580 -2.408 -0.151
H -7.852 -4.928 -1.296
H -8.070 -4.727 0.369
H -7.030 -5.972 -0.159
C 5.447 1.808 -2.644
O 5.061 1.097 -1.462
C 3.989 1.460 -0.731
O 3.203 2.387 -0.919
O 3.769 0.598 0.269
C 4.441 -0.667 0.346
H 5.944 2.731 -2.348
H 4.664 2.139 -3.326
H 6.169 1.179 -3.164
H 4.333 -1.223 -0.585
H 4.006 -1.323 1.100
H 5.509 -0.486 0.471
C 2.966 -0.255 4.462
O 3.020 -1.472 5.229
C 3.504 -2.598 4.657
O 3.980 -2.716 3.499
O 3.461 -3.554 5.595
C 4.060 -4.798 5.349
H 2.834 0.570 5.161
H 2.175 -0.264 3.712
H 3.872 -0.060 3.888
H 3.833 -5.412 6.221
H 5.102 -4.690 5.047
H 3.565 -5.409 4.595
Cl 0.099 1.503 3.215
C 0.553 1.746 1.496
C 0.548 0.354 0.764
Cl -1.107 -0.380 0.803
H 1.571 2.128 1.417
H -0.140 2.510 1.144
H 1.200 -0.399 1.207
H 0.929 0.463 -0.251
*
```

Calculated values
SMILES: C[N+](=O)[O-].C[N+](=O)[O-].COC(=O)OC.COC(=O)OC.COC(=O)OC.COC(=O)OC.COC(=O)OC.COC(=O)OC.COC(=O)OC.COC(=O)OC.ClCCCl
E, Eh: -4238.0589
Frontier orbital gap, eV: 10.677
Molecular weight, g/mol: 941.66

Mulliken population analysis, charges in e, atoms 1 to 8: -0.429 0.813 -0.359 -0.564 0.217 -0.011 0.321 -0.314

=====

# 3
Entry from the Open Molecules 2025 dataset: a gas-phase ion, C8H13BrN2 (charge +2) in a non-equilibrium geometry (wB97M-V/def2-TZVPD).

```
! RIJCOSX wB97M-V def2-TZVPD def2/J DEFGRID3
* xyz 2 1
C -1.025 -2.640 -0.879
C -2.323 -2.156 -0.522
C 0.217 -2.138 -0.574
C -2.840 -1.073 -0.122
C 0.487 -0.762 -0.048
C -0.169 -0.197 1.196
C -0.345 0.462 -0.101
C 0.217 1.783 -0.565
N 0.842 0.316 2.204
N -0.473 2.055 -1.875
Br -3.811 0.246 0.486
H -0.816 -3.611 -1.320
H -3.152 -2.888 -0.710
H 0.947 -2.842 -1.060
H 1.561 -0.535 -0.022
H -0.894 -0.765 1.805
H 1.287 1.844 -0.848
H 0.063 2.557 0.188
H 1.521 -0.460 2.473
H 0.361 0.833 2.940
H 1.388 1.030 1.791
H -0.132 1.256 -2.356
H -0.304 3.009 -2.435
H -1.470 2.022 -1.798
*
```

Calculated values
E, Eh: -2995.2867
Frontier orbital gap (spin up / spin down), eV: 6.506 / 6.503
Molecular weight, g/mol: 217.11

Mulliken population analysis, charges in e, atoms 1 to 8: -0.297 0.307 -0.740 -0.308 -0.024 -0.603 -0.061 -0.905